(1)
A structure of composition C25H28BClN8O3Ti at a distorted geometry, computed with ωB97M-V/def2-TZVPD.

Positions of all 67 atoms, in Å:
Ti 0.018264 0.339976 0.446485
C 2.884074 1.131425 -1.622112
C 2.515048 -0.274473 -1.296577
C 3.157178 -1.441300 -1.630607
C 2.395421 -2.475914 -1.085660
N 1.338591 -1.972861 -0.465761
N 1.393248 -0.597306 -0.570707
B 0.179283 -2.707080 0.310968
N -1.144087 -2.194131 -0.339717
C -2.184038 -2.784668 -0.920455
C -3.065281 -1.828884 -1.400509
C -2.513693 -0.609804 -1.079674
C -3.039257 0.744977 -1.389851
N -1.335854 -0.825253 -0.414873
N 0.188253 -2.114479 1.781959
C 0.253862 -2.716464 2.956207
C 0.239139 -1.759784 3.978863
C 0.167177 -0.537995 3.363653
C 0.122774 0.831216 3.943252
N 0.137584 -0.757231 2.003049
N 0.432551 -4.168017 0.360007
C -0.178251 -5.305506 -0.093412
C 0.594510 -6.366148 0.264956
C 1.701071 -5.807934 0.952175
C 2.863193 -6.528260 1.560698
N 1.604798 -4.492478 1.007638
H 3.708861 1.137609 -2.329479
H 2.049730 1.668222 -2.073981
H 3.199552 1.667770 -0.727994
H 4.066575 -1.539288 -2.200073
H 2.558050 -3.542323 -1.102700
H -2.264048 -3.853632 -0.971931
H -3.990368 -2.003194 -1.923859
H -3.933418 0.652898 -2.000709
H -3.298894 1.288182 -0.483428
H -2.314893 1.339966 -1.944393
H 0.320546 -3.792248 3.012074
H 0.283374 -1.947026 5.039501
H 0.132923 0.774018 5.027905
H 0.989808 1.414179 3.630309
H -0.790459 1.350474 3.647161
H -1.102566 -5.302733 -0.638484
H 0.404007 -7.408400 0.065349
H 2.755408 -7.603370 1.436822
H 3.798109 -6.221001 1.092172
H 2.941243 -6.310517 2.625695
C 0.814785 5.663215 -1.275189
C -0.550913 5.081992 -1.568300
C -0.975126 5.000921 -2.896854
C -2.267468 4.635926 -3.224520
Cl -2.739812 4.555457 -4.884046
C -3.195071 4.370423 -2.229689
C -2.784078 4.404363 -0.910397
C -1.474242 4.718697 -0.588441
O -1.205455 4.740182 0.785414
C -0.074156 4.075817 1.236911
C -0.056195 2.609748 0.910580
O -1.109080 1.884514 0.726373
O 1.052605 1.965598 0.821756
H 1.147747 6.257366 -2.123920
H 1.579577 4.899987 -1.105607
H 0.785965 6.326048 -0.409727
H -0.289623 5.280671 -3.688165
H -4.221285 4.143709 -2.487816
H -3.479677 4.203846 -0.104307
H -0.070606 4.149121 2.329887
H 0.873008 4.481191 0.886108

Atoms 1-6, force components in eV/Å:
0.10 -1.12 0.30
-0.03 -0.06 0.05
-0.23 -0.08 0.09
0.07 -0.12 -0.04
0.08 -0.12 -0.09
0.00 0.24 0.04

Computed properties:
Net charge: +2
Orbital gap (eV): 5.3
Maximum force (eV/A): 1.2
Relative energy (zero: lowest compared OMol25 entry of this formula, charge and spin) (eV): 0.232
HOMO level (eV): -13.40


(2)
A structure of composition C25H28BrCaN11OPS at a distorted geometry, computed with ωB97M-V/def2-TZVPD.

Positions of all 69 atoms, in Å:
Ca -0.298179 -0.282033 -0.136515
C 3.065355 -1.522914 -0.339248
C 1.905797 -1.441892 0.602042
N 0.783945 -2.073759 0.384337
N 0.664187 -2.515303 -0.895115
C -1.523674 -3.268729 -1.871003
N -1.982683 -4.124226 -2.783614
S -2.374838 -1.902104 -1.510738
C 2.151888 -0.833236 1.916631
C 2.988242 -1.468365 2.763040
C 3.180311 -1.028647 4.124557
C 2.481745 0.009466 4.578355
C 1.593555 0.764174 3.652476
N 1.647475 0.445659 2.202109
H 2.890581 -0.946577 -1.244184
H 3.179840 -2.561034 -0.661403
H 3.975513 -1.170280 0.135275
H -1.384763 -4.878267 -3.098718
H -2.802773 -3.880855 -3.317461
H 3.465819 -2.381835 2.448287
H 3.846009 -1.590901 4.758882
H 2.520670 0.346128 5.601043
H 1.752153 1.845132 3.769668
C -3.846333 2.830815 -1.225859
N -3.501452 1.716736 -0.388189
C -4.302548 0.672448 -0.051181
C -3.535160 -0.181706 0.691267
N -2.285081 0.316901 0.803740
C -2.272016 1.459053 0.125542
P -1.006845 2.744596 0.438065
C -0.186862 2.037475 1.887672
N 0.204211 0.635443 2.076744
C 0.067614 0.459017 3.570826
C -0.779699 1.577521 4.020204
N -0.806324 2.448396 3.042758
C -1.458674 3.726318 3.166393
C 0.250530 2.397124 -0.826592
N 1.069273 1.358839 -0.814700
C 1.972652 1.577354 -1.797823
C 1.702245 2.768553 -2.409270
N 0.616717 3.285241 -1.782043
C -0.035762 4.519585 -2.117919
H -4.915513 2.813657 -1.427163
H -3.307293 2.768647 -2.174359
H -3.591210 3.771953 -0.732673
H -5.325323 0.611440 -0.360657
H -3.809340 -1.113782 1.145606
H -0.209975 -0.551283 3.876678
H -1.121789 1.769915 5.016265
H -1.481985 4.021387 4.214301
H -2.482132 3.660496 2.789693
H -0.920701 4.479625 2.591121
H 2.772635 0.895654 -2.013729
H 2.178411 3.259361 -3.232892
H 0.681552 5.184980 -2.596508
H -0.418071 4.990615 -1.210277
H -0.862738 4.340776 -2.810011
O 1.833638 -5.130377 -3.860060
C 1.141214 -4.253772 -3.081399
C 0.534713 -4.658895 -1.933145
C -0.250725 -3.665700 -1.144357
N 0.555414 -1.460708 -1.778091
C 0.707402 -1.783365 -3.051242
Br 0.388345 -0.249059 -4.172427
C 1.036682 -2.954593 -3.673522
H 1.842492 -6.006300 -3.454250
H 0.685668 -5.647567 -1.530705
H -0.539216 -4.061745 -0.162718
H 1.285182 -2.920671 -4.721819

Atoms 1-6, force components in eV/Å:
-2.35 0.51 -0.29
0.00 0.22 -0.12
0.37 -1.25 -0.47
1.84 -0.60 1.83
-0.11 -1.11 -0.48
-0.61 -0.25 -0.52

Computed properties:
Net charge: +1
Orbital gap (eV): 6.4
Maximum force (eV/A): 2.7
Relative energy (zero: lowest compared OMol25 entry of this formula, charge and spin) (eV): 10.599
HOMO level (eV): -8.77


(3)
A cluster of 21 separate species, C25H28Cl60NO4 in total at a distorted geometry, computed with ωB97M-V/def2-TZVPD.

Positions of all 118 atoms, in Å:
N 1.495138 -1.584352 3.092013
C 0.916222 -0.310998 2.571027
C -0.007594 0.369571 3.567823
C -1.456459 0.564834 3.087986
O -1.610951 0.644261 1.655335
C -2.049432 -0.481253 1.098837
O -1.604002 -0.887569 0.058316
C 2.105192 0.691068 2.201493
O 1.758328 1.768326 1.644742
O 3.275480 0.371430 2.516104
H 1.136638 -1.785686 4.018373
H 1.157587 -2.335983 2.500267
H 0.437797 -0.568679 1.634912
H 0.396277 1.341796 3.846984
H -0.076647 -0.207492 4.492691
H -1.832957 1.496742 3.505359
H -2.095092 -0.230567 3.480241
H -2.846693 -1.056584 1.586861
C -1.464975 -0.305793 -3.560762
Cl -0.260638 0.790206 -4.223922
Cl -3.088513 0.269549 -3.962395
Cl -1.227441 -1.949596 -4.203641
H -1.352039 -0.337161 -2.480135
C -4.056726 -3.872710 -5.592144
Cl -3.236741 -5.188927 -6.435778
Cl -5.025454 -2.907092 -6.705860
Cl -5.065275 -4.504414 -4.289674
H -3.305083 -3.228981 -5.155553
C 2.870696 -1.512207 -1.419509
Cl 2.359965 -0.950242 0.149474
Cl 1.430581 -1.738648 -2.443639
Cl 4.010104 -0.397711 -2.187418
H 3.361341 -2.468240 -1.308201
C 0.764118 4.887552 4.246453
Cl 1.873474 4.109682 5.370513
Cl -0.240078 3.697030 3.441282
Cl -0.224781 6.099717 5.086505
H 1.349299 5.396534 3.491834
C 1.962617 -4.758747 5.991042
Cl 3.094445 -5.032762 4.668018
Cl 1.757697 -3.037069 6.303390
Cl 0.406855 -5.525652 5.652241
H 2.365760 -5.213985 6.886388
C 1.633279 -6.959638 1.532483
Cl 2.780724 -7.293376 0.232849
Cl 1.433361 -5.230481 1.766730
Cl 0.073645 -7.739023 1.213504
H 2.029325 -7.380890 2.447554
C -6.138994 1.734587 -5.546531
Cl -7.408308 1.496130 -4.348861
Cl -5.570476 0.197965 -6.186291
Cl -6.690966 2.777748 -6.856738
H -5.303106 2.220098 -5.057222
C -4.985663 2.334121 -1.071915
Cl -4.677288 3.296598 -2.526499
Cl -6.478478 1.401917 -1.236608
Cl -3.617499 1.283395 -0.736853
H -5.105392 3.015241 -0.240220
C -2.693514 -8.147885 -1.314576
Cl -3.893241 -8.467443 -0.057603
Cl -2.153606 -9.654830 -2.057727
Cl -3.330604 -7.041830 -2.527186
H -1.835951 -7.679808 -0.848688
C -6.390180 -1.619293 2.617939
Cl -6.573565 -0.668506 1.143533
Cl -6.247534 -3.337868 2.245442
Cl -5.001797 -1.065593 3.556648
H -7.275718 -1.478197 3.222621
C -2.937166 4.508938 -8.049295
Cl -3.802446 3.727768 -9.374882
Cl -3.497825 3.908168 -6.493912
Cl -1.196553 4.274826 -8.216409
H -3.140824 5.571030 -8.091557
C 5.506842 6.474440 5.598029
Cl 3.960046 7.024945 4.962006
Cl 6.380081 7.811424 6.365051
Cl 5.296085 5.150796 6.736889
H 6.104057 6.115996 4.770372
C -1.659976 -0.730178 -7.772584
Cl -0.431249 0.386607 -8.368571
Cl -3.270617 -0.211311 -8.267046
Cl -1.332502 -2.376115 -8.319490
H -1.622360 -0.723829 -6.689981
C 8.843057 7.213198 2.669936
Cl 7.277435 7.751558 2.062342
Cl 9.721681 8.552524 3.413875
Cl 8.641232 5.884373 3.811470
H 9.419791 6.848446 1.826776
C -3.652973 6.895786 -3.658721
Cl -2.430770 6.419150 -4.833168
Cl -3.752235 8.653705 -3.526382
Cl -5.226769 6.214848 -4.082135
H -3.362733 6.499590 -2.694231
C 8.617840 5.330037 8.321213
Cl 8.870448 3.819552 7.447606
Cl 7.276797 5.185024 9.454470
Cl 10.095182 5.825416 9.155193
H 8.364151 6.097495 7.600394
C 1.331464 -5.473901 -3.001745
Cl 1.710457 -6.884451 -3.997104
Cl -0.048298 -5.801154 -1.956097
Cl 2.726503 -4.988990 -2.049286
H 1.070042 -4.653457 -3.658188
C 1.101176 -7.296720 9.660952
Cl 2.270558 -6.111406 9.068741
Cl -0.546233 -6.757235 9.351142
Cl 1.392216 -8.876039 8.933066
H 1.232188 -7.387702 10.730548
C 10.962111 5.412057 -0.874387
Cl 9.427136 6.119118 -0.359916
Cl 12.302447 6.496800 -0.495494
Cl 11.201534 3.835793 -0.128978
H 10.926425 5.279433 -1.947163
C -8.882324 -3.489258 -7.758516
Cl -10.464037 -3.125092 -8.458801
Cl -8.204500 -2.073998 -6.963086
Cl -8.994938 -4.845287 -6.635368
H -8.217383 -3.774581 -8.562731

Atoms 1-6, force components in eV/Å:
-0.79 -0.04 -0.10
1.76 -0.40 0.29
-0.42 0.26 -0.26
-0.14 0.31 0.57
-0.02 -0.28 0.62
0.67 -0.53 -0.76

Computed properties:
Net charge: -1
Orbital gap (eV): 6.1
Maximum force (eV/A): 1.8
HOMO level (eV): -4.52


> Which of these has the highest HOMO level?

C25H28Cl60NO4


> The highest net charge belongs to which entry?

C25H28BClN8O3Ti


> The highest HOMO level belongs to which entry?

C25H28Cl60NO4


> orbital gap of number 1 (C25H28BClN8O3Ti)?

5.3 eV